Entry 1:
79
Properties=species:S:1:pos:R:3:forces:R:3 method="wB97M-V/def2-TZVPD" total_energy_ev=-64174.512 lumo_ev="0.37 / 0.33" gap_ev="6.81 / 6.86" fmax_ev_per_a=0.512
H -2.327 4.746 0.621 -0.007 -0.008 0.010
H 0.223 4.448 -2.304 -0.003 -0.001 0.001
C 1.554 -2.383 3.597 -0.002 -0.002 -0.001
H -3.914 2.393 -0.800 -0.004 0.006 0.003
C -2.699 -2.555 -1.886 -0.006 0.007 0.000
P -0.237 2.544 -0.107 -0.006 -0.232 -0.109
H -2.379 -1.683 0.043 0.004 -0.011 -0.007
C 1.568 -3.556 2.859 0.005 0.003 -0.002
H -3.509 -3.753 0.519 -0.002 -0.005 -0.006
C -1.881 3.116 -0.754 0.017 0.055 0.009
H -2.403 -1.692 -2.481 -0.003 -0.005 0.001
C -0.646 0.980 2.085 0.036 -0.037 -0.008
H -1.783 2.993 -1.835 0.003 0.009 -0.001
H 2.663 2.735 0.047 -0.001 0.006 -0.005
C -2.034 -2.569 -0.508 -0.003 -0.007 0.006
H 2.070 3.511 1.514 0.000 -0.007 -0.002
N -0.176 -0.059 1.228 -0.027 0.026 -0.176
H 0.785 -5.582 -2.119 0.002 -0.005 0.000
C 0.952 -1.238 3.100 -0.041 0.017 0.025
H 1.585 3.339 -2.239 0.002 -0.003 0.006
C 2.108 -0.012 -0.384 0.365 -0.158 0.015
H 2.930 4.468 0.298 -0.001 0.005 0.005
C -0.562 2.318 1.666 -0.007 0.035 0.003
F -0.750 -0.061 -4.542 -0.018 0.014 -0.016
H 4.092 -0.215 2.213 0.000 -0.014 0.001
W 0.202 0.212 -0.738 -0.381 0.113 0.323
C -0.924 3.345 2.532 -0.002 -0.009 0.005
H 2.033 -2.347 4.568 0.001 0.001 0.002
B -0.554 0.825 -3.530 -0.077 -0.034 -0.023
C 3.894 -0.483 1.178 0.017 -0.024 0.005
H 0.441 4.839 0.180 0.011 0.008 0.004
H -2.092 1.513 5.110 -0.001 0.001 0.001
H 2.615 -0.361 -2.442 0.049 -0.002 0.037
C 0.910 3.963 -0.278 0.038 -0.015 -0.030
C 0.657 -3.009 -3.107 0.001 0.001 -0.003
H 1.259 -3.693 -3.710 0.002 -0.005 0.001
C -1.444 3.074 3.788 0.002 -0.030 -0.005
H 1.020 -4.464 1.006 0.002 0.009 0.009
H 2.042 -4.448 3.246 0.001 -0.001 0.001
H 3.563 -1.299 -1.286 0.005 -0.001 -0.024
H -2.259 -4.721 -0.249 0.003 0.006 0.009
H 0.994 -0.325 3.676 0.007 0.006 0.002
H -1.908 -3.856 1.253 0.000 0.006 0.006
H -1.520 5.272 -0.865 0.008 0.004 0.005
H 3.904 0.419 -1.519 0.006 0.019 0.029
H -0.807 4.373 2.214 0.001 0.005 -0.003
H -2.455 -3.458 -2.448 0.009 -0.009 -0.006
P -0.217 -2.211 -0.617 0.076 0.312 -0.033
H 1.832 5.059 -1.899 0.003 0.002 0.001
H -2.751 1.127 -0.425 0.006 0.006 -0.003
H 3.850 -1.573 1.099 -0.020 -0.007 -0.007
O 2.639 0.105 0.866 0.004 0.069 0.009
H 4.698 -0.101 0.549 0.003 0.001 0.009
C -2.242 4.568 -0.451 -0.006 -0.009 -0.027
C -1.637 1.749 4.156 -0.003 0.022 0.011
C 0.983 -3.561 1.601 -0.014 -0.005 0.003
F -1.376 0.415 -2.366 -0.074 -0.041 0.076
C 1.145 4.221 -1.767 -0.014 0.007 0.002
C 0.626 -3.487 -1.652 0.038 0.002 -0.004
H 1.652 -3.457 -1.265 -0.009 -0.012 0.010
H -3.214 4.797 -0.895 0.003 0.003 -0.007
H 0.015 -5.299 -0.558 -0.004 0.002 -0.010
H 1.076 -2.007 -3.197 -0.001 -0.004 0.008
H -0.872 -5.005 -2.049 -0.005 0.001 -0.006
H -0.345 -2.979 -3.538 0.002 0.004 -0.003
C -2.439 -3.798 0.302 -0.015 -0.002 0.003
H -1.722 3.880 4.454 -0.002 0.000 0.003
H -1.397 -0.307 3.632 0.000 -0.001 0.003
C 0.106 -4.922 -1.575 0.009 -0.001 -0.011
H -3.171 2.323 0.805 -0.002 -0.005 -0.003
C 0.375 -2.421 1.089 -0.004 -0.034 -0.016
C 2.220 3.651 0.443 0.001 -0.004 0.011
C 0.338 -1.238 1.846 -0.068 -0.003 -0.001
C -2.988 2.180 -0.262 0.008 -0.020 0.030
C 3.102 -0.325 -1.472 -0.002 0.055 -0.111
C -1.246 0.717 3.320 0.007 -0.022 -0.013
F -0.829 2.129 -3.827 -0.010 -0.007 -0.028
F 0.770 0.697 -2.983 0.090 -0.041 0.002
H -3.785 -2.530 -1.771 -0.003 -0.007 0.002

=====

Entry 2:
60
Properties=species:S:1:pos:R:3:forces:R:3 method="wB97M-V/def2-TZVPD" spin_multiplicity=5 total_energy_ev=-216090.365 lumo_ev="-4.08 / -4.52" gap_ev="6.04 / 5.91" total_charge=+1 s2=6.06 fmax_ev_per_a=1.105
C 4.113 -1.841 -0.386 0.029 0.015 0.014
C 2.444 2.844 3.071 0.004 -0.026 -0.006
C -0.999 -1.325 1.594 0.076 0.039 -0.038
C 0.953 2.005 0.295 -0.144 -0.191 -0.059
H 3.268 -2.384 0.045 0.018 0.000 0.001
H 4.823 -2.575 -0.770 -0.033 0.012 -0.002
H -5.523 -1.371 -2.284 -0.013 0.008 -0.011
C -3.302 -1.956 -5.391 0.004 -0.024 -0.022
Te -0.321 1.031 -3.167 0.758 -0.799 0.088
C 1.262 2.752 4.041 -0.016 -0.036 -0.004
H 4.320 0.584 2.089 -0.011 -0.013 0.001
C -4.680 -1.859 -5.533 0.043 -0.016 -0.046
H 3.732 -1.275 -1.239 0.022 -0.015 0.015
H -3.029 -3.155 3.570 -0.003 0.002 -0.024
H 0.756 3.721 4.102 -0.001 -0.015 -0.006
H 0.231 3.653 1.046 -0.008 -0.008 -0.037
C -2.652 -2.653 2.689 0.020 -0.003 0.065
H -1.644 -1.902 -4.007 0.015 0.014 -0.015
C -1.450 -1.962 2.735 -0.035 -0.023 0.023
H 2.768 1.834 2.806 -0.023 0.061 0.031
H 5.176 -1.549 1.465 -0.006 -0.009 -0.003
C 2.189 3.660 1.809 -0.028 -0.033 0.045
H 5.626 -0.421 0.211 -0.016 -0.009 0.000
C -4.915 -1.530 -3.164 0.118 -0.003 0.037
H 0.767 0.687 3.619 -0.006 0.016 0.001
H -2.681 -2.156 -6.256 -0.009 0.018 0.028
H 3.293 3.315 3.573 -0.003 0.003 0.001
C -3.364 -2.695 1.502 -0.101 -0.006 -0.136
Se 0.826 -1.189 -2.210 0.597 0.195 -0.839
C 3.350 1.161 0.247 -0.075 -0.019 -0.001
H 3.821 0.991 -0.723 -0.017 -0.018 -0.023
N 1.900 1.135 0.010 0.272 -0.179 0.187
H -6.556 -1.564 -4.536 0.005 0.007 0.011
S -0.682 1.701 -0.225 -0.152 0.177 0.289
H -5.129 -1.959 -6.512 0.008 0.001 0.018
Te -1.357 1.302 -5.782 -0.090 0.043 0.461
C -2.716 -1.811 -4.144 0.048 -0.004 0.131
H 1.660 2.562 5.039 -0.004 0.003 0.003
C -2.839 -2.037 0.405 0.277 0.144 0.114
C 0.255 1.650 3.710 0.016 0.040 0.003
N -1.677 -1.360 0.447 -0.137 -0.116 0.061
H 2.942 -0.413 1.673 -0.008 -0.007 -0.015
N -3.508 -2.103 -0.830 -0.190 -0.038 -0.130
H -0.487 1.556 4.504 -0.001 -0.003 -0.010
C 4.770 -0.941 0.654 -0.017 -0.008 -0.027
C -3.530 -1.609 -3.037 -0.252 -0.011 -0.049
H -4.300 -3.224 1.398 0.013 0.011 0.021
H -0.869 -1.909 3.645 -0.004 0.000 -0.019
C 3.818 0.092 1.254 0.100 0.010 -0.029
H -0.285 1.836 2.779 0.007 -0.023 0.023
H 1.881 4.667 2.088 -0.023 0.009 0.002
Mn -1.209 -0.486 -1.292 -0.738 0.319 0.526
N 1.102 3.151 0.964 0.068 0.114 0.011
H 3.648 2.153 0.561 -0.003 -0.063 -0.040
N -2.911 -1.504 -1.750 0.029 -0.112 -0.083
C -5.483 -1.640 -4.422 0.000 0.010 0.083
Se -2.206 2.990 -4.282 -0.316 0.325 -0.578
H 1.580 0.310 -0.510 -0.015 0.171 -0.020
H -0.074 -0.764 1.580 -0.014 0.015 0.006
H 3.102 3.778 1.229 -0.036 0.052 -0.022